1.
Computed, not measured: C3H8N2 as an isolated structure in a non-equilibrium geometry, with ωB97M-V/def2-TZVPD.

Geometry as ORCA input:
```
! RIJCOSX wB97M-V def2-TZVPD def2/J DEFGRID3
* xyz 0 1
C -2.2636 0.3176 0.3577
C -0.8555 0.1402 -0.3226
N 2.0451 0.5641 -0.5042
C 1.3266 -0.5354 0.1375
N 0.0336 -0.7210 0.4329
H -2.8341 1.0611 -0.2096
H -2.0804 0.4309 1.4368
H -2.7645 -0.6836 0.4180
H -0.4392 1.1537 -0.4916
H -1.0384 -0.2599 -1.3463
H 2.0074 1.3285 0.1674
H 1.1886 -0.1408 -1.0409
H 2.0316 -1.3057 0.4220
*
```

Properties
**Gap between HOMO and LUMO**: 9.52 eV
**HOMO**: -9.41 eV

2.
Computed, not measured: one molecule with the formula C3H8N2 in a non-equilibrium geometry, with ωB97M-V/def2-TZVPD.

Geometry as ORCA input:
```
! RIJCOSX wB97M-V def2-TZVPD def2/J DEFGRID3
* xyz 0 1
H -2.4255 2.0373 -0.0490
N -1.4241 1.9696 -0.2660
C -1.0704 0.7812 0.0983
N 0.2272 0.4078 -0.0572
C 0.7895 -0.7895 0.5381
C 1.2966 -1.9232 -0.3494
H -1.7254 0.0617 0.5811
H 0.8107 1.0827 -0.5120
H -0.0745 -1.2251 1.0531
H 1.5607 -0.5243 1.2602
H 0.5900 -2.2230 -1.1213
H 1.5581 -2.7594 0.2946
H 2.2418 -1.6969 -0.8585
*
```

Properties
**SMILES**: [H]/N=C/NCC
**Gap between HOMO and LUMO**: 9.72 eV
**HOMO**: -8.69 eV

3.
Computed, not measured: one molecule with the formula C3H8N2O in a non-equilibrium geometry, with ωB97M-V/def2-TZVPD.

Geometry as ORCA input:
```
! RIJCOSX wB97M-V def2-TZVPD def2/J DEFGRID3
* xyz 0 1
C -2.0859 -0.5750 0.0570
N -0.7879 -0.5727 -0.4514
C -0.1769 0.7261 -0.2057
C 1.3273 0.5730 -0.0265
N 1.8259 -0.6086 -0.1171
O 3.2134 -0.6682 -0.0777
H -1.9734 -0.1835 1.1536
H -2.8380 0.0658 -0.5060
H -2.3973 -1.6697 0.0652
H -0.3298 -1.3424 0.1560
H -0.4258 1.3710 -1.0419
H -0.7452 1.1426 0.7255
H 1.8033 1.5165 0.2960
H 3.5903 0.2252 -0.0271
*
```

Properties
**SMILES**: CNC/C=N/O
**Gap between HOMO and LUMO**: 9.93 eV
**HOMO**: -9.01 eV

4.
Computed, not measured: one molecule with the formula C3H8N2O in a non-equilibrium geometry, with ωB97M-V/def2-TZVPD.

Geometry as ORCA input:
```
! RIJCOSX wB97M-V def2-TZVPD def2/J DEFGRID3
* xyz 0 1
C -2.0141 -0.9701 0.4749
N -1.0463 -0.7144 -0.5659
C 0.2107 -0.3665 -0.0505
O 0.6263 -0.8195 1.1055
C 0.9442 1.0064 -0.3955
N 2.2803 0.9457 0.0801
H -3.0902 -1.1102 0.2287
H -2.0329 0.0397 1.1153
H -1.5910 -1.9126 0.9012
H -0.9895 -1.3992 -1.3850
H 0.6020 1.0007 -1.4747
H 0.4283 1.8833 0.1056
H 2.6478 1.7432 0.4657
H 3.0243 0.6734 -0.6053
*
```

Properties
**SMILES**: CNC(=O)CN
**Gap between HOMO and LUMO**: 9.85 eV
**HOMO**: -9.09 eV

5.
Computed, not measured: one molecule with the formula C3H8N2O in a non-equilibrium geometry, with ωB97M-V/def2-TZVPD.

Geometry as ORCA input:
```
! RIJCOSX wB97M-V def2-TZVPD def2/J DEFGRID3
* xyz 0 1
C -2.5634 0.4177 0.0877
N -1.6901 -0.4685 -0.2299
O -0.4272 0.0270 0.2548
C 0.6332 -0.9391 -0.1473
C 1.8939 -0.4617 0.2418
N 1.7299 1.1049 -0.2115
H -2.2910 1.2000 0.8168
H -3.7799 0.4463 -0.1659
H 0.5674 -1.9305 0.0907
H 0.5354 -0.5504 -1.2476
H 2.4759 -0.5793 1.3017
H 2.7067 -0.8410 -0.4352
H 2.3753 2.0368 -0.0014
H 0.7662 1.4453 -0.4013
*
```

Properties
**SMILES**: C=NOCCN
**Gap between HOMO and LUMO**: 9.61 eV
**HOMO**: -8.48 eV

6.
Computed, not measured: one molecule with the formula C3H8N2O in a non-equilibrium geometry, with ωB97M-V/def2-TZVPD.

Geometry as ORCA input:
```
! RIJCOSX wB97M-V def2-TZVPD def2/J DEFGRID3
* xyz 0 1
C 0.0106 -0.8547 0.3361
C 1.4681 -0.9038 -0.0741
C -1.7544 0.8925 0.2519
N 1.1426 1.2874 -0.8304
N -0.8585 -0.0342 -0.4356
O 1.9114 0.4722 -0.1401
H -0.4220 -1.8886 0.1527
H -0.1397 -0.6256 1.3878
H 2.0059 -1.2636 0.8414
H 1.8062 -1.3820 -1.0096
H -2.7665 0.7628 -0.1806
H -1.8516 0.5531 1.2769
H -1.4807 1.9831 0.2769
H 0.9286 1.0013 -1.8535
*
```

Properties
**Gap between HOMO and LUMO (alpha / beta)**: 8.93 / 9.70 eV
**HOMO (alpha / beta)**: -8.82 / -9.19 eV

7.
Computed, not measured: one molecule with the formula C3H8N2O, with ωB97M-V/def2-TZVPD.

Geometry as ORCA input:
```
! RIJCOSX wB97M-V def2-TZVPD def2/J DEFGRID3
* xyz 0 1
C -1.0302 -0.5051 1.1399
N -0.4837 -0.2157 -0.2401
C -1.0136 1.0874 -0.7308
C 1.0046 -0.2817 -0.5848
O 1.3624 -0.0882 -1.7235
N 1.7330 -0.5881 0.4879
H -0.6328 -1.4898 1.4277
H -0.6072 0.2751 1.7918
H -0.8806 -0.9227 -0.8616
H -0.6737 1.2645 -1.7513
H -2.0981 1.0335 -0.6531
H -0.6455 1.8693 -0.0634
H 2.7301 -0.6968 0.4011
H 1.2354 -0.7419 1.3602
*
```

Properties
**Gap between HOMO and LUMO**: 7.63 eV
**HOMO**: -6.93 eV

8.
Computed, not measured: one molecule with the formula C3H8N2O in a non-equilibrium geometry, with ωB97M-V/def2-TZVPD.

Geometry as ORCA input:
```
! RIJCOSX wB97M-V def2-TZVPD def2/J DEFGRID3
* xyz 0 1
C 2.4076 -0.2096 -0.0995
C 1.3276 0.4062 0.3813
O 0.2091 1.0116 -0.5134
N -0.7173 -0.0621 -0.6532
C -2.0422 0.4926 -0.3800
N -0.2683 -0.9061 0.4097
H 3.3847 0.0486 0.2739
H 2.3137 -0.9575 -0.8730
H 1.3851 1.0729 1.2316
H -2.0957 0.9870 0.5981
H -2.7821 -0.3048 -0.4645
H -2.2341 1.2411 -1.1451
H -0.8853 -1.0155 1.2174
H -0.0029 -1.8044 0.0170
*
```

Properties
**SMILES**: C=CON(C)N
**Gap between HOMO and LUMO**: 9.16 eV
**HOMO**: -8.18 eV

Result set for ΔE to the lowest compared entry with this formula, charge and spin: 547.9 124.8 392.8 321.5 633.7 631.3 314.1 592.6 kJ/mol, one per record in the order listed.